111
Properties=species:S:1:pos:R:3:lowdin_charge:R:1 method="wB97M-V/def2-TZVPD" smiles="CC(=O)OC(=O)Cc1c(CCCF)cc(C[C@H](C)I)c2c1C(=O)C(O)=C(COCOCCO)C2=O.COCCNCCOC.COCCNCCOC" spin_multiplicity=1 homo_ev=-8.7
C -5.56648 -2.45366 -1.83861 0.024
C -4.68078 -1.62963 -2.84263 -0.445
O -4.61517 -1.96843 -3.98360 0.145
O -4.06242 -0.49342 -2.28534 0.075
C -2.74889 -0.31582 -2.71614 -0.419
O -2.01992 -1.17088 -3.12741 0.145
C -2.19020 1.15351 -2.58385 -0.018
C -0.83734 1.23062 -1.83141 -0.067
C 0.23833 2.06788 -2.41178 -0.131
C 0.10145 2.85832 -3.74970 -0.142
C 0.92884 2.07598 -4.86247 -0.158
C 0.62611 0.54411 -4.91655 -0.171
F 1.39928 0.01375 -6.00126 -0.100
C 1.52641 2.20953 -1.71291 0.038
C 1.82337 1.55098 -0.44657 -0.133
C 3.19897 1.74152 0.28145 -0.177
C 3.08606 2.74854 1.52691 -0.753
C 1.71391 3.51175 1.61445 -0.190
I 4.67354 4.23199 1.57532 0.759
C 0.77018 0.69967 0.11359 -0.008
C -0.53087 0.57685 -0.57417 0.003
C -1.58598 -0.30890 0.13042 -0.229
O -2.77181 -0.08888 0.17452 0.137
C -1.00976 -1.56495 0.87610 -0.135
O -1.73580 -2.76332 0.87729 0.040
C 0.18899 -1.46100 1.50437 0.008
C 0.88427 -2.62654 2.28197 -0.109
O 0.20896 -2.97975 3.49390 -0.062
C -0.56062 -4.15957 3.37829 -0.254
O 0.03706 -5.16567 4.22212 -0.116
C -0.92743 -6.24596 4.24957 -0.180
C -1.66900 -6.19738 5.66670 -0.202
O -1.59282 -4.90579 6.29528 -0.078
C 0.97409 -0.10352 1.44245 -0.244
O 1.66336 0.27222 2.35758 0.115
H -5.00660 -2.73954 -0.91403 0.089
H -6.10230 -3.28994 -2.33763 0.089
H -6.36402 -1.72650 -1.49917 0.097
H -2.94770 1.74955 -1.99634 0.142
H -2.17121 1.58304 -3.61323 0.116
H -0.94796 3.07793 -4.05348 0.104
H 0.65954 3.82472 -3.59474 0.119
H 0.82808 2.53359 -5.88313 0.121
H 2.01517 2.19546 -4.58108 0.115
H 0.99719 -0.00269 -4.00808 0.125
H -0.45079 0.28473 -5.07176 0.119
H 2.32737 2.84167 -2.17275 0.127
H 3.54857 0.76945 0.71777 0.117
H 3.95166 2.19228 -0.41615 0.079
H 3.17911 2.16675 2.48159 0.066
H 1.74140 4.10383 2.57590 0.072
H 1.56810 4.27130 0.80259 0.071
H 0.82759 2.82937 1.72203 0.080
H -1.35428 -3.34152 0.18665 0.111
H 1.06642 -3.50413 1.59706 0.111
H 1.91095 -2.27774 2.58635 0.141
H -0.60807 -4.58686 2.34450 0.109
H -1.61011 -3.90309 3.71261 0.143
H -0.41436 -7.22154 4.05949 0.124
H -1.73189 -6.10741 3.46736 0.116
H -2.75697 -6.38608 5.47901 0.116
H -1.18438 -6.96836 6.31527 0.121
H -2.19878 -4.29574 5.84252 0.084
C 5.15991 -6.94572 -2.66654 -0.113
O 3.84616 -7.34909 -3.01487 -0.195
C 3.33562 -8.39887 -2.19731 -0.211
C 2.20993 -7.88891 -1.30694 -0.209
N 2.71912 -6.99656 -0.26729 -0.047
C 1.67431 -6.27542 0.45818 -0.190
C 0.80723 -5.29490 -0.33918 -0.228
O 1.50638 -4.15436 -0.81570 -0.189
C 2.18405 -4.33994 -2.05049 -0.080
H 5.52164 -6.26919 -3.44070 0.090
H 5.16790 -6.41100 -1.71194 0.076
H 5.83491 -7.80521 -2.61611 0.088
H 4.12337 -8.88045 -1.60921 0.122
H 2.92361 -9.15162 -2.87520 0.121
H 1.70979 -8.74063 -0.83560 0.123
H 1.48608 -7.37704 -1.95171 0.103
H 3.33741 -6.31639 -0.69151 0.067
H 2.17970 -5.70898 1.24643 0.121
H 1.02637 -7.00184 0.95895 0.121
H 0.04898 -4.90652 0.34860 0.077
H 0.25342 -5.78033 -1.15051 0.118
H 1.66876 -5.04452 -2.70643 0.093
H 3.21183 -4.66354 -1.87494 0.073
H 2.23244 -3.37312 -2.55483 0.090
C 1.09093 7.55036 2.10929 -0.109
O -0.13764 6.97454 2.52088 -0.201
C -0.86460 7.77945 3.44535 -0.211
C -2.12595 8.33429 2.79673 -0.212
N -1.80444 9.34505 1.79181 -0.054
C -2.94161 9.73193 0.95576 -0.198
C -3.56499 8.65278 0.06414 -0.224
O -2.71879 8.20668 -0.98664 -0.179
C -1.80579 7.18400 -0.62292 -0.099
H 1.64381 6.79933 1.54496 0.071
H 0.92143 8.41327 1.45808 0.078
H 1.69459 7.84747 2.97201 0.091
H -0.24686 8.57845 3.86773 0.122
H -1.16116 7.12255 4.26798 0.120
H -2.75992 8.78316 3.56767 0.123
H -2.66681 7.49019 2.35338 0.102
H -1.07467 8.98797 1.18805 0.065
H -2.58774 10.53733 0.30574 0.118
H -3.71904 10.16190 1.59488 0.116
H -4.43055 9.10546 -0.42912 0.120
H -3.95670 7.80388 0.63550 0.109
H -2.20696 6.52156 0.14753 0.089
H -0.85793 7.61784 -0.29687 0.070
H -1.59715 6.58806 -1.51413 0.084



116
Properties=species:S:1:pos:R:3:lowdin_charge:R:1 method="wB97M-V/def2-TZVPD" relative_energy_ev=2.405 spin_multiplicity=1 homo_ev=-8.6
C -7.66829 0.56669 1.22450 -0.185
N -6.20123 0.32070 1.50413 -0.151
C -5.94702 -1.15497 1.46568 -0.171
B -4.37969 -1.56296 1.23216 -0.307
C -4.11604 -3.12627 0.76036 -0.093
C -3.92039 -4.11518 2.01875 -0.342
O -4.77778 -3.82954 3.15235 -0.091
C -4.17646 -5.63222 1.45364 -0.221
N -5.57893 -6.07338 1.73214 -0.026
N -3.20444 -0.63216 1.38915 0.214
C -2.96725 -0.34310 2.62135 -0.192
O -3.00420 -0.14547 3.86605 0.068
H -8.25443 0.39665 2.20869 0.081
H -8.11210 -0.16201 0.45229 0.084
H -7.85060 1.63427 0.81289 0.041
H -6.05826 0.69068 2.46154 0.088
H -6.32355 -1.66866 2.44109 0.130
H -6.52723 -1.63965 0.58250 0.122
H -3.25371 -3.11964 0.00930 0.081
H -5.07786 -3.46929 0.20644 0.115
H -2.82291 -3.99417 2.37383 0.144
H -4.37735 -3.13053 3.73409 0.109
H -3.37916 -6.33064 1.90426 0.120
H -4.04455 -5.63676 0.31529 0.101
H -6.24519 -5.29543 1.58270 0.069
H -5.69253 -6.43199 2.69002 0.065
C 0.03770 -2.57402 -0.48360 -0.076
C -0.73834 -3.81753 -0.48496 -0.269
N -1.34987 -4.79422 -0.48616 0.151
H -0.14603 -1.98342 -1.38467 0.083
H -0.21344 -1.94319 0.37318 0.076
H 1.11146 -2.76952 -0.43871 0.047
C 1.46980 -4.02374 -4.37423 -0.048
C 2.17940 -3.59354 -3.16616 -0.224
N 2.74038 -3.25392 -2.21806 0.149
H 2.05054 -3.81730 -5.27766 0.042
H 1.26400 -5.09697 -4.36018 0.092
H 0.51039 -3.51161 -4.48174 0.091
C -10.21767 4.50684 0.93647 -0.086
C -10.77773 3.21026 0.54318 -0.281
N -11.21850 2.19139 0.23408 0.117
H -9.49113 4.40320 1.74466 0.030
H -9.70606 4.99474 0.10304 0.079
H -10.99382 5.19269 1.28550 0.054
C 5.74400 -2.34011 -1.29417 -0.081
C 6.87642 -2.42424 -2.22019 -0.257
N 7.76266 -2.49246 -2.95340 0.127
H 5.44119 -1.30386 -1.12022 0.068
H 4.86987 -2.87251 -1.67802 0.017
H 5.98531 -2.77390 -0.32032 0.064
C -7.92321 3.71132 5.23239 -0.060
C -7.87830 3.34808 3.81278 -0.218
N -7.84340 3.06356 2.69628 0.163
H -8.29720 4.72848 5.37505 0.080
H -8.57682 3.04258 5.79804 0.083
H -6.93265 3.66222 5.69137 0.083
C 3.57193 -1.22259 -7.75293 -0.064
C 2.78966 -2.46284 -7.75643 -0.265
N 2.17616 -3.43885 -7.75915 0.125
H 3.39382 -0.63271 -8.65545 0.087
H 3.32029 -0.59091 -6.89723 0.083
H 4.64542 -1.42452 -7.70367 0.056
C 7.58334 1.29756 0.43319 -0.102
C 6.37507 1.64898 -0.31947 -0.261
N 5.42529 1.92568 -0.91065 0.136
H 8.38372 0.95520 -0.22660 0.075
H 7.96945 2.15140 0.99472 0.063
H 7.39121 0.49715 1.15153 0.070
C 6.61571 -4.22226 -5.83159 -0.072
C 6.89002 -3.37974 -6.99945 -0.270
N 7.10513 -2.71636 -7.91666 0.125
H 7.17263 -3.88689 -4.95190 0.042
H 5.55505 -4.21012 -5.56737 0.070
H 6.89234 -5.26408 -6.01211 0.083
C -4.57518 2.88830 -1.18614 -0.072
C -5.97773 3.31268 -1.22281 -0.270
N -7.08154 3.64626 -1.25144 0.131
H -4.33725 2.21494 -2.01340 0.080
H -3.89497 3.74099 -1.25566 0.080
H -4.34018 2.35916 -0.25885 0.068
C -12.90847 6.78572 3.69508 -0.074
C -11.45487 6.96570 3.62578 -0.281
N -10.31144 7.10777 3.57202 0.130
H -13.33111 7.26571 4.58126 0.082
H -13.40872 7.21520 2.82356 0.084
H -13.18099 5.72818 3.73756 0.083
C 3.39791 4.20216 -2.64167 -0.088
C 1.98708 4.60084 -2.67721 -0.284
N 0.87850 4.91356 -2.70514 0.114
H 3.64781 3.53180 -3.46758 0.081
H 4.06268 5.06671 -2.71361 0.083
H 3.64557 3.67923 -1.71460 0.036
C 4.25163 -6.18573 -1.25884 -0.078
C 5.29764 -5.76069 -0.32360 -0.272
N 6.11969 -5.42672 0.41117 0.132
H 4.04702 -7.25615 -1.17535 0.084
H 3.31090 -5.66072 -1.07637 0.061
H 4.53516 -5.99065 -2.29615 0.075
C 9.60865 -0.74200 3.74897 -0.055
C 9.89006 0.10073 2.58279 -0.234
N 10.11143 0.76288 1.66599 0.149
H 10.15624 -0.40231 4.63169 0.088
H 8.54582 -0.73454 4.00343 0.084
H 9.89274 -1.78212 3.57099 0.088
C 4.01108 4.61095 1.75773 -0.072
C 5.46120 4.81630 1.68869 -0.278
N 6.60084 4.97621 1.63365 0.123
H 3.57978 5.08422 2.64339 0.082
H 3.50354 5.03087 0.88568 0.076
H 3.75727 3.54885 1.80090 0.080
C 11.34490 3.85395 2.53600 -0.079
C 12.05807 4.28862 3.74129 -0.280
N 12.61807 4.63003 4.68845 0.115
H 11.92045 4.06189 1.63054 0.084
H 11.14391 2.78048 2.55230 0.032
H 10.38279 4.36236 2.43194 0.080



107
Properties=species:S:1:pos:R:3:lowdin_charge:R:1 method="wB97M-V/def2-TZVPD" smiles="C=Cc1cc(C[C@@H](C)F)c2nccnc2c1OC[C@@H](C)CC(C)C.CCOC(C)=O.CCOC(C)=O.CCOC(C)=O.CCOC(C)=O" spin_multiplicity=1 homo_ev=-7.1
C 0.64431 0.09135 4.66281 0.030
C -0.20245 0.12035 3.50664 -0.119
C 0.39690 0.47544 2.10294 -0.099
C 0.77940 -0.71324 1.26646 0.029
C 1.36290 -0.45371 -0.03387 -0.137
C 1.72171 -1.70012 -0.94144 -0.092
C 0.32886 -2.15733 -1.58429 -0.324
C -0.42434 -0.93469 -2.25418 -0.037
F 0.48488 -3.24858 -2.47968 -0.055
C 1.62979 0.94349 -0.56184 -0.152
N 2.21146 1.00829 -1.82598 0.114
C 2.36315 2.31930 -2.15319 -0.088
C 2.02915 3.50934 -1.32505 -0.074
N 1.46951 3.39316 -0.09697 0.108
C 1.23872 2.07749 0.29555 -0.117
C 0.58842 1.86191 1.64218 -0.140
O 0.16638 2.84680 2.50764 -0.060
C -0.71434 3.83493 1.95489 -0.167
C -2.05941 3.32180 1.29258 -0.287
C -1.89660 2.92762 -0.25423 -0.063
C -2.85752 2.24069 2.14571 -0.138
C -3.64798 1.15208 1.31636 -0.365
C -2.83443 -0.20630 1.10428 -0.088
C -4.89751 0.72030 2.24740 -0.098
H 1.04767 -0.85116 5.10443 0.040
H 0.87326 1.06439 5.18200 0.081
H -1.28953 -0.07875 3.68665 0.087
H 0.64436 -1.77394 1.57760 0.105
H 2.47152 -1.45526 -1.73375 0.110
H 2.07668 -2.53020 -0.27086 0.115
H -0.32184 -2.45148 -0.70363 0.132
H 0.26342 -0.26858 -2.84263 0.073
H -1.25662 -1.26176 -2.93919 0.069
H -0.91153 -0.26607 -1.48364 0.066
H 2.80699 2.52700 -3.16750 0.103
H 2.22373 4.53760 -1.71981 0.115
H -1.04090 4.47553 2.83217 0.135
H -0.24620 4.55567 1.23257 0.112
H -2.73197 4.23743 1.25860 0.135
H -1.10699 3.54808 -0.76050 0.074
H -2.87875 2.91402 -0.78903 0.079
H -1.50123 1.86809 -0.26610 0.054
H -2.14496 1.82717 2.91036 0.100
H -3.63951 2.80841 2.74061 0.114
H -4.11506 1.52499 0.36907 0.124
H -1.91421 -0.07601 0.48060 0.036
H -2.64616 -0.73450 2.08147 0.074
H -3.51459 -0.90448 0.52102 0.083
H -5.18440 -0.31217 1.91650 0.067
H -4.66599 0.80604 3.33987 0.078
H -5.74380 1.40435 1.93213 0.081
C 2.95554 3.13629 -7.48125 -0.065
C 1.88620 2.53524 -6.59300 -0.237
O 1.23175 3.54390 -5.81336 -0.015
C 0.19566 4.28835 -6.24678 -0.530
C -0.14495 4.28352 -7.71506 0.008
O -0.39618 4.99843 -5.47783 0.108
H 2.53250 3.83554 -8.20443 0.068
H 3.48561 2.35416 -8.02866 0.083
H 3.67662 3.69718 -6.88327 0.085
H 1.16042 1.94056 -7.15165 0.114
H 2.35435 1.85634 -5.87723 0.117
H 0.35498 5.12196 -8.20027 0.097
H -1.22375 4.39930 -7.81764 0.092
H 0.11449 3.35795 -8.22571 0.068
C 5.66292 -2.91606 6.72899 -0.060
C 4.99992 -1.94971 5.77073 -0.222
O 3.61609 -1.75956 6.09946 -0.021
C 3.16385 -0.88004 7.00985 -0.521
C 4.14190 -0.23202 7.95460 0.015
O 1.98023 -0.67621 7.10563 0.075
H 5.65533 -2.53752 7.75295 0.068
H 6.69909 -3.09716 6.43693 0.085
H 5.12915 -3.86848 6.73922 0.081
H 5.52187 -0.99261 5.70904 0.115
H 5.01605 -2.37463 4.76534 0.125
H 4.18061 -0.80860 8.87895 0.098
H 3.79128 0.77646 8.17358 0.094
H 5.14536 -0.12652 7.54708 0.070
C -0.35230 -4.63517 2.49872 -0.067
C 0.22632 -5.89893 3.10140 -0.229
O 1.65714 -5.89994 3.02921 0.000
C 2.46051 -5.31467 3.93694 -0.525
C 1.85989 -4.36879 4.94290 0.014
O 3.65107 -5.49411 3.89114 0.097
H -0.03152 -3.74509 3.04405 0.058
H -1.44376 -4.66874 2.50743 0.085
H -0.01236 -4.51503 1.46733 0.077
H -0.11385 -6.07080 4.12463 0.115
H -0.10603 -6.75980 2.51823 0.123
H 1.93784 -3.34908 4.56491 0.086
H 2.42294 -4.45149 5.87201 0.089
H 0.82364 -4.58847 5.19304 0.074
C -2.57080 -0.83802 -6.10049 -0.066
C -3.63375 -1.44666 -5.20954 -0.236
O -4.31225 -0.43665 -4.45334 -0.004
C -5.35913 0.27735 -4.90937 -0.530
C -5.68844 0.23528 -6.37984 0.007
O -5.97169 0.99121 -4.15984 0.106
H -3.00281 -0.15948 -6.83835 0.066
H -2.02007 -1.61744 -6.63140 0.084
H -1.86596 -0.25196 -5.50667 0.076
H -4.34329 -2.06596 -5.76227 0.114
H -3.15565 -2.10370 -4.48033 0.115
H -5.20179 1.07359 -6.87867 0.096
H -6.76851 0.32694 -6.49267 0.092
H -5.40652 -0.69513 -6.86921 0.068



no.,E_tot (Eh),frontier orbital gap (hartree)
1,-2891.4991,0.282
2,-2567.8872,0.309
3,-2293.4187,0.246